1.
ORCA calculation (the ωB97M-V functional and the def2-TZVPD basis) on C55H56FGeNO5P2RbSe as an isolated structure at a distorted geometry.

```
123
Properties=species:S:1:pos:R:3:forces:R:3
Rb -0.10104 -1.63903 0.88733 0.1 0.1 -0.1
Se 1.14935 -1.20820 3.53292 0.2 0.1 0.9
Ge 2.13051 -0.71038 -1.52239 0.2 -0.2 -0.5
P -1.48627 1.51878 -0.88690 -0.2 0.0 0.2
P -1.59440 1.35704 4.08084 -0.3 0.8 -0.1
F -2.93494 -6.44080 -1.30514 0.0 0.0 0.0
O 1.87263 -0.89560 4.96064 -0.1 -0.1 -0.5
O -1.77329 -2.28093 -0.80413 -0.9 -0.3 -0.8
O -0.39577 -0.54453 3.49911 0.3 -0.2 -0.1
O 0.90426 -2.82370 3.25334 0.1 0.3 0.1
O 1.93340 -0.56432 2.22640 0.2 0.1 0.5
N -2.55464 -2.94028 -2.80980 0.0 0.0 0.0
C 1.10770 2.23064 3.93821 0.0 0.0 0.0
C 4.42614 -4.32413 -2.85331 0.0 -0.1 0.0
C 4.11729 -2.96207 -2.59615 0.0 0.1 0.0
C -3.53856 -2.84825 -3.86965 0.1 0.0 0.0
C 2.31218 2.64459 4.49556 -0.1 0.0 0.0
C -3.94402 -4.78722 0.04785 0.0 0.1 0.1
C -1.47797 1.88760 2.29327 -0.1 -0.1 -0.1
C -1.58331 -4.61310 1.50923 0.3 0.0 0.1
C -1.54542 1.67483 -4.95128 0.0 0.0 0.0
C 4.98953 -1.98192 -3.14775 -0.1 0.0 0.1
C 1.04179 2.32492 -0.09845 0.0 0.0 0.1
C -3.75849 2.32019 -4.29444 0.0 0.0 0.1
C -2.82462 1.78002 1.58019 0.1 0.1 0.0
C -1.38191 -3.77009 -3.04953 0.0 0.0 0.0
C 0.10637 2.22410 6.10995 0.0 0.0 0.0
C -0.11159 2.72824 -0.76937 0.1 -0.1 0.0
C -2.78656 2.34011 0.15308 0.0 0.0 0.0
C -4.27741 5.05943 5.38772 0.0 -0.1 0.0
C -2.60534 2.94317 4.52630 -0.1 -0.2 0.3
C -3.97144 2.75668 4.76085 0.0 0.0 0.0
C 4.32660 0.29628 0.18499 0.0 0.1 -0.1
C 6.34262 -3.68332 -4.19381 0.0 0.1 0.0
C -3.78308 -1.23883 -1.54807 -0.1 0.0 0.1
C 5.36689 1.12778 0.58677 0.0 0.0 -0.1
C 2.12897 3.18543 0.02129 -0.1 0.0 0.0
C 2.41389 2.85426 5.86174 -0.1 0.0 0.0
C 5.54539 -4.65568 -3.66343 -0.1 0.0 0.1
C -2.62718 -2.19813 -1.67353 0.2 -0.1 -0.2
C -3.39249 2.20752 -2.95359 0.0 0.1 -0.1
C -1.65571 -5.49563 0.44905 -0.1 0.1 0.1
C 2.23610 -3.63377 -1.29175 0.0 -0.2 0.0
C -2.83880 2.05814 -5.29664 0.0 0.0 0.0
C 2.06852 4.45022 -0.54030 -0.1 0.0 0.0
C -2.92269 5.27457 5.16063 0.0 -0.1 0.0
C -2.66740 -3.77423 1.85935 0.0 0.2 0.3
C -2.52449 -2.83563 2.90598 0.0 -0.2 -0.2
C 5.86630 2.10195 -0.27461 -0.1 0.0 0.0
C 2.54681 -4.99975 -1.51786 0.0 0.1 0.0
C 2.01848 -0.26864 -3.51196 0.0 0.0 -0.1
C -0.01036 2.01434 4.73635 0.1 -0.1 0.0
C -2.09924 1.83775 -2.59322 0.2 0.0 -0.1
C 1.30139 2.64442 6.67050 0.0 0.0 -0.1
C -1.18613 1.56210 -3.61922 0.0 0.0 0.0
C -4.80403 3.79246 5.17377 0.1 0.0 0.0
C -2.10717 4.23323 4.73123 0.1 0.0 -0.1
C 4.26273 1.40483 -1.93091 0.0 0.0 0.1
C -3.85469 -3.89649 1.10298 -0.1 -0.1 -0.1
C -2.84227 -5.56921 -0.26015 0.0 0.0 0.0
C -0.16968 4.01243 -1.30977 0.0 0.0 0.0
C 2.96548 -2.58939 -1.80955 0.1 -0.1 -0.1
C 3.61055 -5.34237 -2.29341 0.1 0.0 -0.1
C 6.06242 -2.32353 -3.92169 0.0 -0.1 0.0
C 3.75500 0.40716 -1.09204 0.1 0.1 0.1
C 0.91510 4.86840 -1.20036 0.0 0.0 0.0
C 5.30749 2.23848 -1.53919 -0.1 0.0 0.0
H 6.70447 -1.54819 -4.32334 0.0 0.0 0.0
H 4.79351 -0.94385 -2.91780 0.0 0.0 0.0
H -3.75791 2.17421 -0.31605 0.0 0.0 0.0
H 1.81747 0.79928 -3.65249 0.0 0.0 0.0
H -4.84410 -4.87775 -0.54767 0.0 0.0 0.0
H 3.85583 -6.38216 -2.48532 0.0 0.0 0.0
H 2.91575 -0.51548 -4.08908 0.0 0.0 0.0
H -3.59540 2.31581 2.13884 0.0 0.0 0.0
H -3.39448 -3.69430 -4.53983 0.0 0.0 0.0
H 3.02017 2.84716 0.53746 0.0 0.0 -0.1
H 1.10649 1.32821 0.32787 0.1 0.0 0.0
H -4.13455 2.41972 -2.19613 0.0 0.0 0.0
H 7.19152 -3.95007 -4.81338 0.0 0.0 0.0
H -1.06753 4.34347 -1.82273 0.0 0.0 0.0
H 5.75811 -5.70454 -3.84719 0.0 0.0 0.0
H 2.92485 5.11076 -0.47414 0.0 0.0 0.0
H -2.60943 3.41948 0.17712 0.0 0.0 0.0
H -1.57604 -2.70470 3.41809 -0.1 0.0 0.0
H -0.18315 1.24218 -3.36229 0.0 0.0 0.0
H -0.76952 1.27042 1.73205 0.1 0.0 0.4
H -2.49691 6.25828 5.32390 0.0 0.0 0.0
H -3.43904 -1.92761 -4.45404 0.0 0.0 0.0
H -3.12710 0.72605 1.55327 0.0 0.0 0.0
H 3.91245 -0.41384 0.89598 0.0 0.0 0.0
H -0.81550 -6.11577 0.16525 0.0 0.0 0.0
H 3.83040 1.54287 -2.91771 0.0 0.0 0.0
H 1.37562 -3.42818 -0.66354 0.0 0.0 -0.1
H 1.17715 -0.82666 -3.93766 0.0 0.0 0.0
H -4.76980 2.61576 -4.54858 0.0 0.0 0.0
H 1.06714 2.03335 2.87387 0.0 -0.1 0.0
H -3.33652 -2.16567 3.15921 0.0 0.0 0.0
H -1.05455 4.42907 4.55251 0.0 0.0 0.1
H -3.12295 2.15020 -6.33805 0.0 0.0 0.0
H -0.61565 -3.52737 -2.31996 0.0 0.0 0.0
H 3.35889 3.15262 6.30013 0.0 0.0 0.0
H -1.11109 2.91876 2.26699 0.0 0.0 -0.1
H 5.77775 1.02383 1.58522 0.0 0.0 0.0
H -0.75413 2.05006 6.74889 0.0 0.0 0.0
H -4.91128 5.86653 5.73652 0.0 0.0 0.0
H -4.38489 1.76034 4.62721 0.0 0.0 0.0
H 5.67929 2.99903 -2.21886 0.0 0.0 0.0
H -4.70232 -3.26862 1.35406 0.0 0.0 0.0
H -0.67135 -4.50520 2.09233 0.0 -0.1 -0.1
H -3.72383 -0.77573 -0.56601 0.0 0.0 0.0
H 1.93054 -5.77100 -1.06734 0.0 0.0 0.0
H -5.85906 3.60710 5.34360 0.0 0.0 0.0
H -0.98550 -3.56527 -4.04629 0.0 0.0 0.0
H 3.17746 2.76590 3.85553 0.0 0.0 0.0
H -4.55663 -2.90228 -3.48391 0.0 0.0 0.0
H -1.63221 -4.83133 -2.97313 0.0 0.0 0.0
H -3.71895 -0.46511 -2.31634 0.0 0.0 0.0
H 6.67157 2.75561 0.04297 0.0 0.0 0.0
H -0.81477 1.45321 -5.71976 0.0 0.0 0.0
H -4.74527 -1.74470 -1.65420 0.0 0.0 0.0
H 0.86424 5.86121 -1.63246 0.0 0.0 0.0
H 1.37126 2.79201 7.74228 0.0 0.0 0.0
```
Forces are in eV/Å.

Summary:
HOMO level: -1.62 eV
Max |F|: 1.23 eV/Å
⟨S²⟩: 0.789
Charge: -2
Multiplicity: 2

Results of the natural (NBO) charge analysis, in e, for atoms 1 through 6:
1 Rb 0.862
2 Se 2.753
3 Ge 0.664
4 P 0.846
5 P 0.949
6 F -0.351

---

2.
ORCA calculation (the ωB97M-V functional and the def2-TZVPD basis) on C14H17IN2OSn as an isolated structure at a distorted geometry.

```
36
Properties=species:S:1:pos:R:3:forces:R:3
I 2.74076 -0.31101 -0.68259 -1.7 0.3 0.1
Sn -0.04938 0.05444 -0.86215 1.4 -0.5 -1.0
O -3.04040 0.37418 -1.54964 2.6 -0.3 3.1
N -0.29046 -1.27060 -2.58008 0.5 -0.7 -0.2
N -0.06900 1.25924 -2.65650 0.4 0.5 0.1
C -0.22405 0.69494 -3.89176 -0.1 2.0 0.5
C -0.61911 -1.63243 -4.91275 0.2 0.5 0.5
C -0.24709 1.55405 -4.99846 0.0 -0.5 0.4
C -0.26678 -2.59921 -2.35470 -0.4 0.2 -0.7
C -0.37324 -0.75666 -3.84592 -0.5 -1.8 0.5
C -0.52600 -3.50364 -3.37825 0.1 0.2 0.1
C -2.88487 0.38640 0.89720 0.5 0.4 0.6
C -0.14370 2.93958 -4.80763 0.0 -0.2 0.4
C 0.24745 -0.67020 4.07617 -0.3 -0.9 0.1
C 0.01666 3.46388 -3.52113 0.1 -0.1 0.2
C -0.73402 -3.01114 -4.66943 0.1 0.3 0.4
C 0.10129 2.58065 -2.45542 -0.4 -0.3 -0.9
C -2.44220 0.31394 -0.50962 -2.6 0.3 -3.0
C 0.51884 0.79348 4.05055 0.6 0.9 1.1
H -0.03972 -2.91151 -1.33613 -0.2 -0.1 -0.2
H -3.15652 -0.61719 1.23867 -0.1 0.0 -0.1
H 0.07617 4.53054 -3.31232 0.1 -0.2 -0.3
H -0.35452 1.11278 -5.98302 0.0 0.3 0.0
H -0.68382 -0.89539 4.60179 0.0 0.0 -0.2
H 0.07063 1.33761 3.22908 -0.3 0.2 -0.2
H 0.18701 1.21943 5.00050 -0.3 0.3 -0.2
H 0.28096 2.89490 -1.42524 -0.1 0.1 -0.3
H -0.97859 -3.70078 -5.47263 0.1 0.2 0.0
H 1.58389 1.01537 4.07407 0.2 0.0 -0.4
H -0.56423 -4.56414 -3.13801 0.0 0.2 -0.2
H -0.18752 3.62391 -5.64924 0.0 -0.2 0.0
H -0.72708 -1.20447 -5.90427 0.0 -0.3 0.0
H 0.16638 -1.08411 3.06999 0.1 -0.3 -0.1
H -3.72536 1.08133 0.99156 -0.1 -0.3 -0.2
H -2.06646 0.75454 1.51987 -0.1 -0.2 0.0
H 1.03190 -1.19592 4.62295 -0.1 -0.1 -0.2
```
Forces are in eV/Å.

Summary:
HOMO level (spin up / spin down): -16.09 / -16.09 eV
Max |F|: 4.12 eV/Å
Charge: +2

Results of the natural (NBO) charge analysis, in e, for atoms 1 through 6:
1 I -0.059
2 Sn 1.300
3 O -0.382
4 N -0.593
5 N -0.591
6 C 0.177

---

3.
ORCA calculation (the ωB97M-V functional and the def2-TZVPD basis) on a 3-piece molecular cluster, C4H16N2O overall at a distorted geometry.

```
23
Properties=species:S:1:pos:R:3:forces:R:3
O 4.15706 -1.50116 -1.25205 -0.1 0.1 -1.5
N -1.82450 1.51936 1.93985 -0.2 3.1 -0.8
N 0.99928 -1.83434 -0.00965 2.4 0.0 0.5
C -0.11777 -0.91104 -0.56022 2.1 -4.7 -1.9
C -0.12096 0.19028 0.39635 1.2 1.5 -0.2
C -1.63587 1.59775 -0.91174 1.8 0.4 -2.0
C -1.47900 0.62523 0.18519 -4.8 2.2 2.5
H -2.44918 2.29692 -0.69956 0.0 -0.2 -0.8
H 1.92014 -1.48809 -0.42088 -0.5 -0.6 0.9
H 1.01595 -1.79490 1.05941 0.3 0.2 -1.8
H -0.99951 1.86413 2.45131 0.2 -0.9 -0.1
H 0.18292 -0.18894 1.36695 -0.6 0.2 0.3
H 1.00705 -2.85924 -0.15503 -0.5 0.5 -0.8
H -2.53370 0.05405 0.27678 3.1 0.5 0.1
H -0.92161 -1.57264 -0.28574 -1.1 0.1 -0.8
H 4.34259 -1.51557 -2.23703 -0.2 0.0 1.7
H -2.49548 1.21460 2.63307 0.0 -1.4 0.2
H -0.66409 2.07936 -1.32328 -1.4 -0.1 1.6
H -1.74916 0.96059 -1.83950 -1.1 0.4 0.8
H 5.02186 -1.36702 -0.83839 -0.2 0.0 -0.1
H 0.57208 1.02248 0.12119 -0.4 -0.6 0.3
H -2.26563 2.47754 1.84387 0.4 -0.9 -1.0
H 0.03751 -0.86938 -1.74091 -0.4 0.5 2.8
```
Forces are in eV/Å.

Summary:
HOMO level: -17.74 eV
Max |F|: 5.79 eV/Å
Charge: +2

Results of the natural (NBO) charge analysis, in e, for atoms 1 through 6:
1 O -0.997
2 N -0.864
3 N -0.710
4 C -0.218
5 C -0.537
6 C -0.728

---

4.
ORCA calculation (the ωB97M-V functional and the def2-TZVPD basis) on C10H9ClN3O4Ru as an isolated structure.

```
28
Properties=species:S:1:pos:R:3:forces:R:3
Ru -0.00660 0.76731 0.36869 0.1 0.6 0.1
Cl -1.82582 1.63821 -1.02389 -0.1 -0.3 0.1
O -2.69273 2.36606 -1.80513 0.2 -0.1 0.2
O -0.33338 1.70075 -1.44024 -0.1 -0.2 0.3
O -2.04403 0.20679 -0.85480 -0.3 0.3 -0.4
O -1.64636 2.10790 0.42194 0.1 -0.3 -0.2
N 2.37344 0.05664 2.48727 0.0 0.0 0.0
N 0.00380 0.14620 2.30545 0.1 0.1 0.2
N 1.96738 0.28530 0.15500 0.1 -0.1 -0.1
C -1.31567 -0.26133 4.28776 0.0 0.0 0.0
C 1.06648 -0.21664 4.44020 -0.1 0.0 0.1
C 2.47516 0.24052 -1.09203 -0.1 0.1 0.0
C -1.18710 0.01146 2.92486 0.0 0.1 -0.2
C 4.70891 -0.13768 -0.30474 -0.1 0.0 0.1
C 4.20169 -0.08803 0.99370 0.0 0.0 -0.1
C 3.82758 0.00978 -1.35852 0.1 0.0 -0.1
C -0.17574 -0.35237 5.06320 0.1 0.0 -0.1
C 2.82772 0.09656 1.19398 -0.2 0.0 0.1
C 1.12687 0.00780 3.06140 0.1 -0.1 -0.1
H -0.22984 -0.52868 6.13088 0.0 0.0 0.0
H -2.06570 0.14259 2.30271 0.0 0.0 0.0
H 3.12684 -0.02757 3.16766 0.0 0.0 0.0
H 5.76854 -0.29260 -0.46807 0.0 0.0 0.0
H 1.98132 -0.30358 5.01587 0.0 0.0 0.0
H 4.15765 -0.02641 -2.38949 0.0 0.0 0.0
H 1.77673 0.41146 -1.90311 0.0 0.0 0.0
H -2.30771 -0.37261 4.70765 0.0 0.0 0.0
H 4.85918 -0.21213 1.84701 0.0 0.0 0.0
```
Forces are in eV/Å.

Summary:
HOMO level (spin up / spin down): -20.80 / -21.16 eV
Max |F|: 0.60 eV/Å
⟨S²⟩: 6.059
Charge: +3
Multiplicity: 5

Results of the natural (NBO) charge analysis, in e, for atoms 1 through 6:
1 Ru 1.527
2 Cl 2.430
3 O -0.524
4 O -0.722
5 O -0.711
6 O -0.722

---

5.
ORCA calculation (the ωB97M-V functional and the def2-TZVPD basis) on the molecule C3H8N2O2 at a distorted geometry.

```
15
Properties=species:S:1:pos:R:3:forces:R:3
O 1.36255 -1.94705 1.52631 0.7 -1.8 -2.2
O -0.87984 1.41027 -1.90017 0.4 -2.3 0.9
N 0.15100 -0.20616 0.27042 1.7 -4.8 2.7
N 0.05457 -1.03140 -0.91184 2.1 -0.5 -0.6
C -0.43329 1.76108 -0.55134 1.8 4.0 -3.0
C -0.84675 0.85976 0.41564 -2.7 -4.0 6.1
C 0.75629 -0.93436 1.41893 -1.9 2.6 -0.2
H -0.24861 -1.98258 -0.61874 0.4 0.8 -0.3
H 1.06544 -1.15333 -1.36807 -2.8 0.4 1.5
H -0.81983 0.34537 -1.99244 0.0 3.4 0.7
H 0.66059 -0.47803 2.38539 -0.8 1.8 0.4
H 0.73037 1.59398 -0.41333 -2.0 1.6 -1.0
H -0.85560 1.24645 1.56060 0.9 -0.6 -2.6
H -0.75702 2.82394 -0.24764 0.5 -1.4 -1.2
H -1.93353 0.44256 0.47572 1.6 0.6 -1.1
```
Forces are in eV/Å.

Summary:
HOMO level: -9.71 eV
Max |F|: 7.79 eV/Å

Results of the natural (NBO) charge analysis, in e, for atoms 1 through 6:
1 O -0.560
2 O -0.753
3 N -0.352
4 N -0.692
5 C -0.108
6 C -0.261